(1)
This record from the OMol25 dataset describes a single H4OSSi molecule. The level of theory is ωB97M-V/def2-TZVPD.

Properties
Structure (SMILES)   OS[SiH3]
Kohn-Sham gap   8.303 eV
Highest occupied orbital energy   -9.2 eV
Charge   0

Atoms and positions in Å:
O -1.346 1.145 -0.231
S -1.117 -0.784 0.435
Si 1.009 -0.397 0.003
H -2.262 1.533 -0.049
H 1.230 0.333 1.247
H 0.802 -0.190 -1.463
H 1.682 -1.639 0.059

Löwdin atomic charge list, values in e, 2 entries: -0.5289 0.4033

---

(2)
This record from the OMol25 dataset describes a molecular structure, C20H28NO3Yb. The level of theory is ωB97M-V/def2-TZVPD.

Properties
Kohn-Sham gap (alpha / beta)   4.533 / 6.696 eV
Multiplicity   2
Highest occupied orbital energy (alpha / beta)   -4.6 / -6.8 eV
Charge   0

Atoms and positions in Å:
O 0.557 0.265 0.268
C 0.491 -0.077 -1.143
C 1.975 -0.002 -1.401
H -0.063 0.768 -1.620
H -0.026 -1.024 -1.320
C 1.988 0.664 0.023
H 2.319 0.589 -2.247
H 2.382 -1.015 -1.464
C 1.997 2.198 0.041
H 1.240 2.597 -0.662
H 2.996 2.557 -0.265
H 1.754 2.573 1.045
C 2.900 -0.046 0.994
H 2.926 -1.095 0.659
H 2.519 0.018 2.022
H 3.922 0.364 0.974
Yb -1.259 -1.178 1.114
C -0.054 -3.301 2.125
C -1.208 -3.837 1.499
C -1.106 -3.609 0.106
H -1.994 -4.409 1.988
C 0.145 -2.978 -0.138
C 0.798 -2.771 1.112
H 1.811 -2.413 1.286
H 0.230 -3.383 3.180
H -1.810 -3.951 -0.655
H 0.571 -2.793 -1.125
C -1.603 -0.403 3.981
C -0.119 -0.392 3.819
C 0.238 0.655 3.012
H 0.501 -1.129 4.326
C -0.966 1.288 2.496
C -2.060 0.708 3.083
H -3.104 1.000 3.105
H -1.981 -0.329 5.013
H 1.248 1.052 2.886
H -0.962 2.126 1.799
O -0.627 1.791 -2.527
C 0.453 2.335 -3.405
C -0.179 2.833 -4.704
H 1.163 1.519 -3.638
H 1.002 3.122 -2.862
C -1.600 2.275 -4.717
H 0.410 2.448 -5.535
H -0.151 3.921 -4.754
C -1.806 1.584 -3.357
H -1.750 1.546 -5.519
H -2.343 3.062 -4.853
H -1.935 0.510 -3.507
H -2.671 1.975 -2.813
O -2.621 -3.674 4.791
C -2.380 -2.752 4.096
N -2.159 -1.781 3.385

Löwdin atomic charge list, values in e, 2 entries: -0.2275 -0.2138

---

(3)
This record from the OMol25 dataset describes 3 unconnected molecules or ions with the total composition C5H12O3. The level of theory is ωB97M-V/def2-TZVPD.

Properties
Kohn-Sham gap   3.925 eV
Highest occupied orbital energy   -8.2 eV
Charge   0

Atoms and positions in Å:
O 1.554 -0.851 -2.411
C 2.233 -0.644 -1.428
O -2.466 -0.172 0.280
C 1.706 -0.066 -0.212
C 0.298 0.259 -0.039
C -0.070 1.364 -1.064
C -0.005 0.724 1.394
H -3.392 -0.228 0.030
H 3.278 -0.962 -1.402
H 2.378 0.299 0.560
H -0.261 -0.675 -0.246
H 0.620 2.207 -0.916
H 0.184 1.011 -2.060
H -1.127 1.628 -1.025
H -0.731 1.525 1.509
H -0.480 -0.083 1.948
H 0.956 1.021 1.823
H -1.700 -1.328 0.969
H -1.694 -2.870 0.888
O -1.281 -2.159 1.400

Löwdin atomic charge list, values in e, 2 entries: 0.1224 -0.2032

---

(4)
This record from the OMol25 dataset describes a molecular structure, C3H7NO2. The level of theory is ωB97M-V/def2-TZVPD.

Properties
Kohn-Sham gap   11.072 eV
Highest occupied orbital energy   -10.1 eV
Charge   0

Atoms and positions in Å:
C -1.443 0.400 0.335
C -0.803 -0.292 -0.855
O 0.603 -0.031 -0.958
C 1.476 -0.642 0.245
O 1.416 -1.809 0.481
N 1.960 0.525 0.568
H -1.308 1.485 0.282
H -1.018 0.043 1.279
H -2.518 0.191 0.347
H -0.897 -1.380 -0.782
H -1.244 0.037 -1.799
H 2.668 0.581 1.288
H 1.109 0.890 -0.432

Löwdin atomic charge list, values in e, 2 entries: -0.0716 -0.2329